Record 1
Formula: C28H87N21O13
Source: OMol25
Level of theory: ωB97M-V/def2-TZVPD

Element x y z (Å)
C: -1.557 -4.462 -1.881
O: -1.975 -4.020 -2.965
N: -1.365 -3.811 -0.775
N: -1.325 -5.786 -1.801
H: -1.207 -2.817 -0.853
H: -1.013 -4.301 0.035
H: -1.164 -6.386 -2.597
H: -1.089 -6.213 -0.917
C: -2.469 3.479 -3.000
O: -2.924 3.879 -4.044
N: -1.755 4.379 -2.416
N: -2.673 2.408 -2.371
H: -1.697 5.288 -2.851
H: -1.410 4.246 -1.476
H: -3.046 1.592 -2.836
H: -2.010 2.291 -1.619
C: -0.429 -0.059 0.747
O: -1.247 -0.567 1.427
N: 0.772 0.115 1.081
N: -0.571 0.390 -0.455
H: 1.047 0.097 2.052
H: 1.372 0.530 0.383
H: 0.148 0.849 -0.996
H: -1.315 -0.101 -0.931
C: 2.877 0.024 -1.566
O: 1.963 0.898 -1.438
N: 4.106 0.082 -1.055
N: 2.778 -1.076 -2.295
H: 4.186 0.647 -0.222
H: 4.714 -0.714 -1.181
H: 1.851 -1.433 -2.479
H: 3.578 -1.692 -2.292
C: -1.981 -3.464 4.549
O: -2.608 -2.613 5.144
N: -1.556 -4.571 5.044
N: -1.631 -3.331 3.315
H: -1.624 -4.700 6.043
H: -0.919 -5.071 4.440
H: -1.943 -2.433 2.973
H: -0.897 -3.899 2.917
C: -0.464 4.104 1.422
O: -0.667 4.177 0.216
N: -0.734 3.019 2.108
N: 0.202 5.025 2.058
H: -0.433 2.877 3.062
H: -1.307 2.315 1.664
H: 0.493 5.848 1.550
H: 0.215 4.928 3.063
C: 1.913 3.449 -3.789
O: 1.854 4.222 -4.731
N: 1.111 3.454 -2.757
N: 2.881 2.647 -3.571
H: 0.383 4.152 -2.716
H: 1.157 2.737 -2.047
H: 3.678 2.619 -4.190
H: 2.919 2.073 -2.740
C: -3.891 -0.831 -2.190
O: -2.765 -0.652 -1.851
N: -4.837 0.040 -2.273
N: -4.215 -1.974 -2.741
H: -4.671 0.957 -1.882
H: -5.786 -0.305 -2.298
H: -5.173 -2.027 -3.058
H: -3.505 -2.675 -2.583
C: 0.430 0.190 -4.624
C: -0.279 -1.189 -4.732
C: 0.448 -2.274 -5.541
O: 0.482 -1.879 -6.921
C: 1.495 -2.575 -7.631
N: -0.403 -1.626 -3.421
H: 1.428 0.142 -4.187
H: -0.238 0.933 -4.190
H: 0.647 0.501 -5.646
H: -1.257 -1.137 -5.212
H: 0.098 -3.297 -5.404
H: 1.476 -2.265 -5.177
H: 2.452 -2.653 -7.115
H: 1.778 -2.062 -8.551
H: 1.160 -3.557 -7.964
H: -1.014 -0.974 -2.951
H: -0.816 -2.548 -3.434
C: -3.652 1.645 0.715
C: -4.798 2.735 0.464
C: -6.131 2.600 1.187
O: -6.787 1.492 0.547
C: -8.152 1.477 0.950
N: -4.213 4.005 0.695
H: -4.054 0.635 0.636
H: -3.248 1.807 1.714
H: -2.875 1.680 -0.049
H: -4.999 2.695 -0.607
H: -6.698 3.487 0.905
H: -6.071 2.503 2.271
H: -8.758 0.949 0.214
H: -8.522 2.502 0.959
H: -8.174 1.113 1.977
H: -3.349 4.025 0.173
H: -4.757 4.654 0.144
C: -1.464 1.295 6.253
C: -0.733 0.884 4.997
C: 0.482 -0.081 5.154
O: 1.338 0.204 4.135
C: 2.659 -0.261 4.389
N: -1.718 0.301 4.167
H: -2.125 2.137 6.048
H: -0.840 1.658 7.070
H: -2.081 0.482 6.635
H: -0.343 1.825 4.608
H: 0.178 -1.127 5.117
H: 0.857 0.103 6.161
H: 3.432 0.085 3.702
H: 2.794 -1.334 4.256
H: 3.075 0.134 5.316
H: -1.459 -0.029 3.248
H: -2.101 -0.512 4.627
C: 6.005 3.871 -0.746
C: 6.149 3.717 0.774
C: 5.629 2.348 1.257
O: 4.278 2.181 0.888
C: 3.272 2.796 1.691
N: 7.555 4.001 1.122
H: 6.442 2.994 -1.223
H: 6.413 4.780 -1.188
H: 4.931 3.874 -0.932
H: 5.573 4.539 1.199
H: 5.935 2.006 2.246
H: 6.089 1.559 0.663
H: 2.412 2.126 1.704
H: 2.984 3.778 1.315
H: 3.675 2.870 2.700
H: 7.763 4.967 0.910
H: 7.696 4.046 2.121
C: 1.607 -3.536 2.473
C: 1.193 -4.763 1.574
C: 2.331 -5.624 0.968
O: 3.052 -4.968 0.023
C: 2.750 -5.252 -1.316
N: 0.195 -5.425 2.308
H: 2.482 -3.077 2.012
H: 1.955 -3.809 3.469
H: 0.798 -2.806 2.484
H: 0.658 -4.244 0.778
H: 1.931 -6.576 0.620
H: 2.987 -5.846 1.809
H: 2.620 -6.292 -1.617
H: 3.502 -4.734 -1.912
H: 1.818 -4.743 -1.560
H: 0.596 -5.997 3.038
H: -0.230 -6.114 1.705

Values from the calculation:
Relative energy (zero: lowest compared OMol25 entry of this formula, charge and spin) ... 142.1 kcal/mol
E_LUMO ... -0.1453 eV
Gap between HOMO and LUMO ... 8.14 eV
Multiplicity ... 1
Highest occupied orbital energy ... -8.29 eV
Strongest force on any atom ... 0.1543 Eh/bohr
Energy ... -3247.108864 a.u.

Here are the Löwdin charges for atoms 1 to 4, given in e: number 1, C, carries -0.6934; number 2, O, carries -0.0142; number 3, N, carries 0.2186; number 4, N, carries 0.1592


Record 2
Formula: C6H6N
Source: OMol25
Level of theory: ωB97M-V/def2-TZVPD

Element x y z (Å)
C: -0.588 0.163 -0.042
C: -0.145 1.420 0.633
C: 0.918 -0.197 -0.637
C: 0.943 0.366 0.695
C: 0.075 -1.405 -1.050
C: -1.149 -1.233 -0.198
N: -0.998 -0.448 -1.372
H: -0.008 2.267 -0.035
H: -0.596 1.702 1.580
H: 1.255 0.410 -1.475
H: 1.062 -0.242 1.583
H: 0.312 -2.226 -1.703
H: -1.958 -1.805 0.199

Values from the calculation:
Relative energy (zero: lowest compared OMol25 entry of this formula, charge and spin) ... 113.8 kcal/mol
E_LUMO ... -5.4771 eV
Gap between HOMO and LUMO ... 10.09 eV
Multiplicity ... 1
Highest occupied orbital energy ... -15.57 eV
Strongest force on any atom ... 0.0483 Eh/bohr
Energy ... -286.453908 a.u.
Total charge ... +1

Here are the Löwdin charges for atoms 1 to 4, given in e: number 1, C, carries -0.2035; number 2, C, carries 0.0406; number 3, C, carries 0.0124; number 4, C, carries 0.0904


Record 3
Formula: C29H42N5O2PtS2Si2
Source: OMol25
Level of theory: ωB97M-V/def2-TZVPD

Element x y z (Å)
Pt: 0.233 0.448 -0.402
C: -1.074 -1.224 3.957
Si: -0.923 0.352 2.940
C: -0.471 1.839 4.000
C: -2.604 0.726 2.261
N: 0.345 0.116 1.712
C: 1.619 -0.067 2.094
C: 2.041 -0.210 3.453
C: 3.355 -0.347 3.780
C: 4.351 -0.332 2.768
C: 3.997 -0.209 1.462
C: 2.625 -0.110 1.066
N: 2.232 -0.050 -0.213
Si: 3.389 -0.064 -1.580
C: 4.392 -1.638 -1.479
C: 4.358 1.530 -1.465
C: 2.642 -0.074 -3.276
H: -2.013 -1.736 3.725
H: -1.089 -0.992 5.027
H: -0.251 -1.923 3.783
H: -0.805 1.693 5.031
H: -0.978 2.730 3.616
H: 0.604 2.035 4.028
H: -3.292 0.759 3.115
H: -2.972 -0.026 1.562
H: -2.642 1.702 1.769
H: 1.298 -0.205 4.241
H: 3.638 -0.456 4.819
H: 5.396 -0.417 3.037
H: 4.763 -0.177 0.702
H: 4.601 -1.988 -0.467
H: 5.350 -1.499 -1.992
H: 3.850 -2.428 -2.009
H: 4.998 1.607 -0.583
H: 3.644 2.361 -1.436
H: 4.985 1.650 -2.354
H: 1.821 -0.789 -3.365
H: 3.442 -0.374 -3.962
H: 2.279 0.913 -3.566
O: 0.141 0.831 -2.517
N: -1.000 0.459 -3.112
C: -0.952 0.043 -4.394
C: -2.106 -0.221 -5.081
C: -3.329 -0.067 -4.429
C: -3.342 0.293 -3.100
C: -2.145 0.546 -2.430
S: -2.061 0.990 -0.764
H: 0.042 -0.042 -4.807
H: -2.046 -0.540 -6.112
H: -4.259 -0.244 -4.956
H: -4.263 0.377 -2.538
C: 0.844 5.702 1.608
N: 0.812 4.619 0.626
C: 0.768 4.754 -0.743
C: 0.724 3.494 -1.253
N: 0.755 2.599 -0.208
C: 0.796 3.305 0.904
H: 0.915 6.649 1.083
H: 1.705 5.596 2.262
H: -0.064 5.699 2.208
H: 0.767 5.717 -1.227
H: 0.682 3.163 -2.276
H: 0.829 2.899 1.904
C: -5.889 -3.357 0.037
C: -4.422 -3.114 -0.200
C: -3.890 -3.110 -1.486
C: -2.549 -2.823 -1.710
C: -1.735 -2.547 -0.628
C: -2.236 -2.557 0.669
C: -3.570 -2.851 0.875
S: -0.069 -2.022 -0.956
C: 0.828 -3.206 0.031
O: 0.207 -2.295 -2.383
H: -6.381 -3.735 -0.858
H: -6.382 -2.427 0.329
H: -6.043 -4.075 0.844
H: -4.534 -3.324 -2.331
H: -2.128 -2.826 -2.709
H: -1.587 -2.340 1.511
H: -3.965 -2.868 1.885
H: 0.619 -4.187 -0.395
H: 0.494 -3.135 1.068
H: 1.886 -2.951 -0.041

Values from the calculation:
E_LUMO (spin up / spin down) ... -3.9022 / -4.3897 eV
Gap between HOMO and LUMO (spin up / spin down) ... 4.96 / 4.28 eV
Multiplicity ... 1
Highest occupied orbital energy (spin up / spin down) ... -8.86 / -8.67 eV
Strongest force on any atom ... 0.0594 Eh/bohr
Energy ... -3049.025656 a.u.
Total charge ... +1

Here are the Löwdin charges for atoms 1 to 4, given in e: number 1, Pt, carries 1.1315; number 2, C, carries -0.1678; number 3, Si, carries 0.4088; number 4, C, carries -0.1699